{
  "formula": "C16H58N8O13",
  "method": "the ωB97M-V functional and the def2-TZVPD basis",
  "species": ["C", "C", "O", "H", "H", "H", "H", "H", "H", "C", "C", "O", "H", "H", "H", "H", "H", "H", "C", "C", "O", "H", "H", "H", "H", "H", "H", "C", "O", "N", "N", "H", "H", "H", "H", "C", "O", "N", "N", "H", "H", "H", "H", "C", "O", "N", "N", "H", "H", "H", "H", "C", "O", "N", "N", "H", "H", "H", "H", "C", "O", "H", "H", "H", "H", "C", "O", "H", "H", "H", "H", "C", "O", "H", "H", "H", "H", "C", "O", "H", "H", "H", "H", "C", "O", "H", "H", "H", "H", "C", "O", "H", "H", "H", "H"],
  "xyz": [[-16.495, 0.473, 12.823], [-17.440, 1.617, 12.459], [-16.978, 2.151, 11.232], [-15.445, 0.809, 12.763], [-16.746, -0.332, 12.160], [-16.605, 0.144, 13.869], [-17.395, 2.402, 13.149], [-18.472, 1.269, 12.496], [-17.403, 3.016, 11.041], [-18.620, -0.034, 9.360], [-19.725, 0.896, 9.820], [-20.658, 1.181, 8.789], [-18.044, -0.273, 10.252], [-17.935, 0.444, 8.719], [-18.833, -0.944, 8.822], [-19.362, 1.838, 10.178], [-20.351, 0.386, 10.558], [-21.060, 2.094, 8.835], [-21.778, 1.310, 13.201], [-22.052, 2.253, 12.043], [-21.023, 3.125, 11.852], [-20.748, 0.994, 13.290], [-22.292, 0.348, 13.069], [-22.091, 1.662, 14.183], [-23.014, 2.754, 12.156], [-22.170, 1.703, 11.156], [-21.306, 3.896, 11.320], [-17.793, 5.201, 11.624], [-17.039, 6.128, 10.905], [-17.832, 5.116, 12.952], [-18.494, 4.286, 11.075], [-17.623, 5.957, 13.489], [-18.533, 4.521, 13.469], [-18.565, 4.439, 10.070], [-19.228, 3.725, 11.554], [-18.316, 7.958, 13.616], [-19.632, 7.961, 14.100], [-17.296, 7.390, 14.242], [-18.017, 8.661, 12.563], [-17.461, 6.924, 15.129], [-16.279, 7.591, 14.041], [-18.862, 9.108, 12.267], [-17.110, 8.888, 12.021], [-14.296, 4.019, 13.285], [-12.966, 3.914, 13.802], [-15.232, 4.778, 13.766], [-14.707, 3.469, 12.255], [-15.007, 5.548, 14.494], [-16.147, 4.823, 13.292], [-14.022, 2.836, 11.760], [-15.707, 3.136, 12.048], [-19.053, 8.067, 8.751], [-19.917, 7.732, 7.751], [-18.185, 9.011, 8.633], [-19.144, 7.578, 9.950], [-18.149, 9.313, 7.659], [-17.364, 9.122, 9.240], [-19.925, 6.871, 9.983], [-18.403, 7.488, 10.648], [-17.548, 3.611, 8.201], [-18.907, 4.060, 8.300], [-16.832, 4.192, 8.736], [-17.223, 3.513, 7.183], [-17.516, 2.696, 8.748], [-19.208, 4.471, 7.437], [-20.493, 4.197, 14.961], [-19.426, 3.588, 14.357], [-20.143, 4.499, 15.946], [-21.329, 3.519, 14.978], [-20.794, 5.113, 14.404], [-19.041, 2.921, 14.968], [-15.798, 10.188, 11.289], [-16.008, 9.094, 10.459], [-16.595, 10.903, 11.266], [-14.883, 10.707, 10.928], [-15.560, 9.973, 12.361], [-15.448, 8.319, 10.611], [-22.153, 6.298, 10.847], [-21.141, 5.544, 10.230], [-22.538, 7.041, 10.211], [-21.725, 6.750, 11.727], [-22.996, 5.675, 11.100], [-21.612, 4.945, 9.655], [-13.478, 7.442, 12.219], [-14.773, 7.422, 12.782], [-12.888, 8.081, 12.840], [-13.420, 7.821, 11.212], [-12.920, 6.505, 12.274], [-14.952, 6.495, 12.772], [-17.559, 5.436, 17.496], [-17.089, 5.424, 16.199], [-18.522, 4.971, 17.582], [-17.555, 6.429, 17.960], [-16.956, 4.731, 18.099], [-16.877, 4.502, 15.939]],
  "forces_ev_per_angstrom": [[0.0, 0.8, 0.9], [0.7, -0.9, -0.1], [0.2, -0.5, -0.6], [-0.5, -0.3, -0.4], [0.4, -0.6, -0.3], [-0.3, 0.0, -0.4], [0.1, 1.2, 1.6], [-0.3, -0.1, -0.7], [-0.2, -0.6, 0.1], [0.2, 0.2, 0.8], [-1.4, -0.8, -0.6], [-1.0, 1.3, -1.3], [0.1, -0.3, 0.1], [0.8, 1.0, -0.8], [-1.0, -0.3, 0.2], [0.6, 0.2, 0.5], [0.5, 0.1, 0.7], [1.1, -1.6, 0.2], [-0.5, -0.9, 0.3], [-1.3, -1.1, 0.9], [1.5, 2.3, -0.2], [0.5, 0.4, -0.2], [-0.2, 0.3, -0.2], [0.0, 0.3, -0.1], [-0.1, 0.3, 0.4], [-0.2, -1.3, -1.3], [0.3, -0.3, 0.4], [4.1, 5.8, -0.8], [-3.0, -4.5, 3.6], [-0.3, 0.3, 1.5], [-2.3, -2.3, -3.4], [0.3, -0.2, -0.4], [0.8, 0.4, -1.1], [-0.7, -0.3, -0.1], [0.6, 0.8, -0.3], [-5.6, 1.3, 3.2], [6.3, -0.8, -2.3], [2.4, -0.5, 1.9], [0.7, 1.8, -2.6], [-0.1, 0.2, -0.2], [-1.8, 0.1, -0.1], [-0.1, 0.4, -0.7], [-2.2, -1.4, 1.7], [9.2, 1.3, 6.0], [-6.7, 0.7, -2.6], [-1.4, 4.5, 4.6], [-1.0, -6.7, -7.7], [-0.4, -2.4, -1.5], [0.6, 0.0, 0.5], [-1.1, 1.0, 0.9], [1.9, 0.9, 0.3], [-4.9, -2.0, -4.0], [3.5, 1.2, 3.9], [2.7, 3.0, -2.6], [-2.9, -3.0, 2.3], [0.5, 0.2, 0.6], [-0.6, -0.2, -0.4], [1.7, 0.9, 0.2], [-0.1, 0.1, -0.8], [-0.7, -0.3, 0.0], [-0.4, 0.8, -1.6], [0.3, 1.4, 0.3], [0.1, -0.3, -0.4], [0.0, -1.2, -0.2], [0.7, -0.4, 1.7], [-1.1, 1.6, 0.7], [1.9, -2.2, -0.4], [-0.7, 0.2, 0.4], [-0.5, -0.1, 0.4], [0.4, -0.6, 0.3], [-0.4, 0.6, -0.7], [3.2, 1.1, 0.8], [-0.9, -0.8, -0.4], [-0.8, 0.0, -0.3], [-0.5, 0.1, 0.2], [-0.4, -0.3, -0.7], [-0.1, 0.3, 0.5], [-0.2, -0.1, 1.0], [0.0, -1.0, 0.1], [-0.3, 1.2, -1.0], [0.0, 0.2, 0.4], [-0.3, -0.4, 0.5], [0.3, -0.1, -0.9], [1.3, 0.4, 0.6], [0.3, 0.5, -0.4], [0.5, 0.8, 0.3], [-0.3, 0.1, -0.6], [-0.6, -0.4, -0.1], [-1.0, -1.1, -0.1], [0.4, -1.3, 2.0], [0.6, -0.5, -1.5], [-1.1, 0.3, -0.1], [0.1, -0.2, -0.5], [0.2, 0.7, 0.2], [-0.1, 1.0, 0.1]],
  "mulliken_charge": [-1.567, 0.510, -0.823, 0.285, 0.368, 0.366, 0.034, 0.252, 0.369, -1.140, 1.015, -0.652, 0.025, 0.303, 0.450, -0.463, 0.272, 0.329, -1.151, -0.452, -0.133, 0.101, 0.371, 0.366, 0.341, 0.508, -0.063, -0.439, -0.744, 1.758, 2.475, -0.108, -0.805, -0.402, -0.451, 0.554, -0.807, -0.331, -0.098, 0.115, 0.228, 0.253, 0.219, 0.168, -0.802, 0.273, -0.010, 0.344, -0.147, 0.278, -0.015, 0.244, -0.805, -0.255, 0.084, 0.274, 0.305, 0.235, 0.070, -0.424, -0.445, 0.124, 0.547, -0.152, 0.285, -0.399, -0.375, 0.118, 0.125, 0.145, 0.221, -0.929, -0.549, 0.376, 0.256, 0.329, 0.154, -0.817, -0.781, 0.319, 0.256, 0.383, 0.211, -0.863, -0.513, 0.309, 0.282, 0.318, 0.204, -0.807, -0.458, 0.241, 0.297, 0.338, 0.195],
  "e_above_lowest_kcal_mol": 4.8,
  "orbital_gap_ev": 8.20,
  "largest_force_ev_per_a": 11.069
}

{
  "formula": "C16H60N18O14",
  "method": "the ωB97M-V functional and the def2-TZVPD basis",
  "species": ["C", "C", "O", "H", "H", "H", "H", "H", "H", "C", "C", "O", "H", "H", "H", "H", "H", "H", "C", "O", "N", "N", "H", "H", "H", "H", "C", "O", "N", "N", "H", "H", "H", "H", "C", "O", "N", "N", "H", "H", "H", "H", "C", "O", "N", "N", "H", "H", "H", "H", "C", "O", "N", "N", "H", "H", "H", "H", "C", "O", "N", "N", "H", "H", "H", "H", "C", "O", "N", "N", "H", "H", "H", "H", "C", "O", "N", "N", "H", "H", "H", "H", "C", "O", "N", "N", "H", "H", "H", "H", "C", "O", "H", "H", "H", "H", "C", "O", "H", "H", "H", "H", "C", "O", "H", "H", "H", "H"],
  "xyz": [[3.101, 2.057, 2.648], [3.585, 0.634, 2.511], [4.489, 0.458, 1.423], [2.463, 2.212, 1.797], [3.889, 2.818, 2.718], [2.489, 2.166, 3.557], [2.720, 0.011, 2.366], [4.075, 0.320, 3.395], [4.090, -0.032, 0.736], [-0.585, -0.470, 0.226], [0.644, 0.448, -0.144], [1.134, 0.202, -1.430], [-0.205, -1.426, 0.577], [-1.308, -0.666, -0.518], [-0.950, -0.038, 1.120], [1.433, 0.338, 0.619], [0.326, 1.500, -0.107], [1.283, -0.768, -1.614], [-2.461, -1.526, -3.035], [-3.646, -1.045, -2.734], [-1.409, -0.843, -3.285], [-2.279, -2.812, -3.190], [-1.511, 0.100, -3.161], [-0.520, -1.316, -3.385], [-3.044, -3.362, -2.827], [-1.407, -3.316, -3.046], [-0.548, 2.685, -3.167], [-1.499, 1.981, -2.579], [-0.734, 3.949, -3.531], [0.652, 2.244, -3.310], [-1.569, 4.544, -3.440], [-0.083, 4.261, -4.230], [0.835, 1.343, -2.746], [1.363, 2.729, -3.839], [-0.813, 3.133, 2.578], [-1.785, 2.249, 2.107], [-0.035, 2.926, 3.605], [-0.582, 4.310, 2.036], [0.078, 1.946, 3.905], [0.761, 3.524, 3.876], [-1.076, 4.695, 1.199], [0.252, 4.919, 2.286], [-4.276, 1.427, -0.404], [-5.020, 0.924, 0.653], [-4.708, 1.543, -1.616], [-3.085, 1.914, -0.294], [-5.496, 0.908, -1.791], [-4.088, 1.642, -2.419], [-2.670, 1.868, 0.638], [-2.418, 2.069, -1.053], [2.996, -2.496, -0.519], [4.102, -1.673, -0.212], [2.208, -2.906, 0.449], [2.698, -2.949, -1.680], [2.310, -2.535, 1.446], [1.414, -3.503, 0.418], [3.157, -2.367, -2.389], [1.822, -3.476, -1.921], [0.628, -0.404, 4.201], [0.622, -1.346, 3.194], [-0.345, 0.373, 4.481], [1.670, -0.348, 5.001], [-1.073, 0.280, 3.817], [-0.480, 0.896, 5.334], [1.966, 0.342, 5.759], [2.520, -0.942, 4.746], [-3.712, -0.303, 3.719], [-2.693, -0.636, 2.930], [-4.857, 0.119, 3.327], [-3.698, -0.317, 4.991], [-4.900, 0.220, 2.362], [-5.762, -0.196, 3.641], [-2.859, -0.687, 5.576], [-4.513, 0.076, 5.449], [-0.208, -4.674, 1.601], [-0.304, -4.068, 0.367], [-0.335, -5.999, 1.779], [0.114, -4.048, 2.677], [-0.362, -6.520, 0.887], [0.001, -6.593, 2.588], [0.326, -3.010, 2.706], [0.612, -4.570, 3.327], [1.594, -1.919, -5.426], [1.179, -1.817, -4.087], [2.835, -2.115, -5.726], [0.842, -1.988, -6.471], [3.512, -1.906, -4.937], [3.157, -1.928, -6.701], [-0.100, -1.548, -6.270], [1.168, -1.966, -7.404], [-3.171, -2.534, 0.039], [-2.943, -2.982, 1.402], [-3.276, -1.464, 0.135], [-4.051, -3.118, -0.341], [-2.373, -2.863, -0.609], [-2.427, -2.279, 1.768], [1.388, 3.891, -0.572], [1.502, 4.722, -1.741], [1.740, 4.349, 0.317], [1.858, 2.910, -0.767], [0.400, 3.583, -0.353], [1.001, 4.209, -2.455], [3.691, 2.200, -2.447], [4.319, 1.766, -1.214], [4.445, 2.201, -3.262], [3.137, 3.117, -2.364], [2.968, 1.414, -2.769], [4.644, 0.898, -1.514]],
  "forces_ev_per_angstrom": [[0.0, 0.2, 0.5], [0.5, 0.2, -1.4], [0.6, 1.7, 2.2], [-0.3, 0.7, -0.4], [0.0, -0.3, -0.3], [0.1, -0.2, -0.2], [-0.5, -0.5, 0.0], [0.7, -0.4, 1.1], [-0.8, -1.4, -1.4], [3.0, 0.3, 0.7], [-1.8, -0.7, 1.0], [0.9, -1.3, -1.6], [0.2, -0.3, -0.3], [-0.7, 0.5, -0.9], [-1.2, 0.5, 0.8], [-0.1, -0.1, -0.2], [0.0, -0.4, -0.2], [-0.4, 1.5, 0.5], [-6.1, 1.7, 1.4], [3.9, -1.3, -1.1], [2.4, 0.1, -0.8], [-0.7, -4.9, 0.2], [0.4, 3.0, 0.5], [0.1, 0.5, -0.2], [-0.1, 0.1, -0.1], [0.0, 0.8, -0.1], [-6.0, -2.1, 3.0], [3.3, 2.4, -2.1], [-0.7, 2.6, -1.3], [2.5, -3.2, 0.4], [0.5, -1.3, 0.1], [0.0, 0.5, -0.1], [0.2, 1.1, -0.9], [-0.1, -0.3, 0.3], [-5.1, -3.6, -3.3], [5.4, 4.4, 3.1], [2.1, -1.8, 3.0], [0.6, 4.2, -2.6], [-0.2, 1.1, -0.5], [-1.0, -0.3, -0.7], [0.4, -1.1, 1.4], [-1.7, -1.5, -0.2], [-2.5, -2.1, 5.5], [3.0, 2.2, -4.8], [-3.9, -1.3, -3.7], [3.3, 0.7, 2.7], [0.5, 0.6, -0.2], [0.0, -0.2, 0.8], [-0.1, 0.2, -0.3], [-0.8, -0.2, 0.0], [4.8, 3.8, 5.4], [-5.1, -3.5, -2.3], [0.7, 1.3, 4.6], [-0.4, -0.4, -4.9], [0.4, -0.4, -2.3], [-1.2, -0.5, -1.1], [-0.6, -1.0, -0.1], [1.4, 1.1, 0.5], [2.1, -6.3, -4.0], [0.2, 4.6, 4.2], [-2.5, 1.4, 0.4], [5.5, -0.6, 2.2], [-2.1, 0.0, -0.9], [0.2, -0.4, -0.1], [-1.5, -1.1, -1.8], [-2.1, 1.1, 0.2], [5.4, -2.3, -5.0], [-3.2, 1.6, 3.3], [-3.8, 1.0, -2.2], [3.3, -1.4, 7.5], [-0.1, 0.8, -2.8], [0.4, -0.1, 0.8], [-2.4, 0.9, -1.7], [0.7, -0.2, 0.2], [-0.3, 1.6, -6.3], [0.3, -3.2, 5.3], [0.1, -3.2, -1.3], [0.7, 4.4, 1.2], [-0.1, 0.5, 1.0], [-0.7, 1.7, -1.3], [-0.7, -1.3, -0.1], [0.6, -0.9, 1.6], [-1.7, -0.1, 7.5], [1.9, -0.3, -6.5], [5.6, 0.7, 0.8], [-6.0, 1.6, -0.1], [-1.1, -0.6, -1.7], [-0.2, -0.3, 1.6], [1.3, -1.1, -0.8], [0.4, 0.0, -0.6], [-0.8, -1.6, 1.2], [-0.4, -0.9, -1.2], [-0.5, 0.3, -0.9], [0.3, 1.1, 0.4], [0.7, 0.3, 0.0], [0.4, 0.7, 0.9], [0.4, -1.3, -1.6], [-0.9, -1.1, -0.6], [0.9, 0.7, 0.4], [0.5, 0.5, 0.4], [-1.6, 0.2, 0.0], [1.0, 1.4, 1.8], [0.4, -2.0, -0.5], [-0.5, 0.1, -1.6], [-0.3, 0.6, 0.3], [0.3, 0.6, 0.3], [0.3, 0.4, 0.3], [0.1, 0.2, 1.0]],
  "mulliken_charge": [-0.326, 0.391, -0.545, -0.114, 0.428, 0.077, -0.652, 0.516, 0.176, 0.036, 2.950, 1.318, 0.259, -0.507, 0.097, -1.386, -1.322, -0.548, 0.551, -0.725, 0.331, -0.465, 0.089, -0.170, 0.357, 0.198, 0.289, -0.627, -0.408, -0.015, 0.208, 0.214, -0.451, 0.353, 0.345, -0.651, -0.312, -0.380, 0.160, 0.328, 0.280, 0.194, 0.502, -0.857, -0.443, 0.000, 0.300, 0.239, 0.068, 0.334, 0.466, -0.809, 0.091, -0.243, 0.113, -0.008, 0.126, 0.216, 0.131, -0.559, -0.142, -0.328, -0.295, 0.339, 0.221, 0.294, 0.223, -0.540, -0.382, -0.344, 0.248, 0.277, 0.286, 0.189, 0.618, -0.714, -0.520, -0.139, 0.296, 0.191, 0.176, 0.241, 0.326, -0.628, -0.459, -0.412, 0.263, 0.214, 0.288, 0.213, 0.312, -0.608, -0.190, 0.368, -0.095, 0.213, -0.019, -0.687, 0.418, -0.157, -0.117, 0.336, -0.416, -0.412, 0.431, 0.309, -0.173, 0.285],
  "e_above_lowest_kcal_mol": 0.0,
  "orbital_gap_ev": 7.56,
  "largest_force_ev_per_a": 8.336
}